1.
{"formula": "C4BCsO8", "method": "wB97M-V/def2-TZVPD", "lumo_energy_ha": -0.0637, "relative_energy_kcal_mol": 44.3, "max_force_ha_per_bohr": 0.1269, "e_homo_ev": -8.8, "elements": ["Cs", "O", "C", "O", "B", "O", "C", "O", "O", "C", "O", "C", "O", "O"], "positions_angstrom": [[-4.337, 23.491, 11.914], [-13.252, 21.568, 13.207], [-12.198, 22.154, 13.640], [-11.046, 22.097, 13.155], [-9.977, 22.626, 13.995], [-10.786, 23.437, 14.913], [-12.087, 23.044, 14.845], [-13.118, 23.330, 15.405], [-9.039, 23.442, 13.225], [-8.074, 22.556, 12.821], [-7.160, 22.620, 12.021], [-8.092, 21.456, 13.954], [-9.258, 21.585, 14.665], [-7.253, 20.648, 14.399]], "forces_ev_per_angstrom": [[-0.34, -0.17, 0.05], [4.27, 2.49, 1.67], [-5.87, -2.71, -0.87], [3.09, -1.70, -3.40], [-2.85, 1.04, 1.20], [-0.99, 0.45, 1.56], [-1.59, 0.29, -0.48], [2.06, 0.78, 0.90], [2.45, -1.61, -2.41], [0.23, 0.48, 2.29], [-1.19, 0.83, 0.25], [0.04, -3.15, 3.88], [2.11, 0.17, -1.87], [-1.40, 2.80, -2.77]]}



2.
{"formula": "C4Br2F4N2S", "method": "wB97M-V/def2-TZVPD", "lumo_energy_ha": [-0.0820, -0.1169], "max_force_ha_per_bohr": 0.0425, "spin_multiplicity": 3, "e_homo_ev": [-7.5, -9.7], "elements": ["C", "C", "C", "C", "N", "N", "F", "F", "F", "F", "S", "Br", "Br"], "positions_angstrom": [[0.867, -0.270, 1.120], [-0.409, 0.641, -2.413], [-0.282, -1.195, -0.863], [0.371, 0.040, 2.492], [0.202, -0.672, 0.166], [-0.889, -0.377, -1.878], [0.888, 1.189, 2.964], [-0.956, 0.135, 2.602], [0.683, -0.912, 3.382], [0.619, 2.444, -3.803], [-0.852, 1.755, -3.427], [-0.257, -3.067, -1.209], [-2.956, -1.024, -2.087]], "forces_ev_per_angstrom": [[0.15, -0.75, 1.93], [0.28, -0.34, 0.21], [-0.13, 0.57, -0.95], [0.21, 1.03, 1.00], [-0.83, -0.09, -1.61], [-0.20, -1.55, 1.52], [0.16, -0.05, -0.22], [-0.48, 0.20, -0.86], [0.68, -0.41, -0.24], [-0.80, -0.09, 0.27], [0.62, 0.88, -0.95], [0.13, 0.38, -0.05], [0.21, 0.22, -0.07]]}



3.
{"formula": "C4Cl3F5S", "method": "wB97M-V/def2-TZVPD", "lumo_energy_ha": -0.0022, "max_force_ha_per_bohr": 0.0360, "e_homo_ev": -8.8, "smiles": "FC(F)=C(Cl)SCl.FC(F)=C(F)Cl", "elements": ["F", "C", "F", "C", "Cl", "S", "Cl", "F", "C", "F", "C", "F", "Cl"], "positions_angstrom": [[1.811, 2.136, 1.156], [1.864, 1.121, 0.325], [2.046, 1.596, -0.885], [1.927, -0.153, 0.721], [1.566, -0.664, 2.360], [1.838, -1.589, -0.271], [1.785, -0.977, -2.172], [-3.185, 0.889, -0.910], [-2.117, 0.429, -0.330], [-1.347, 1.400, 0.174], [-2.008, -0.881, -0.081], [-0.974, -1.308, 0.671], [-3.205, -1.997, -0.759]], "forces_ev_per_angstrom": [[-0.27, 0.04, 0.48], [0.79, 0.00, 0.69], [-0.08, -0.41, -0.20], [-1.10, 0.48, -0.25], [0.45, 0.54, -0.58], [0.47, -0.85, 0.23], [-0.02, 0.18, -0.42], [-0.25, 0.70, -0.63], [0.04, -0.66, 1.21], [-0.38, -0.95, -0.51], [0.08, 0.53, -0.24], [-1.18, -0.31, -0.67], [1.46, 0.71, 0.89]]}



4.
{"formula": "C4Cl6OS", "method": "wB97M-V/def2-TZVPD", "lumo_energy_ha": [-0.0998, -0.0845], "max_force_ha_per_bohr": 0.0572, "e_homo_ev": [-9.1, -9.3], "elements": ["C", "C", "C", "C", "O", "S", "Cl", "Cl", "Cl", "Cl", "Cl", "Cl"], "positions_angstrom": [[-0.715, 1.636, -1.380], [1.106, -2.053, 0.771], [-1.821, 1.126, -0.645], [1.606, -0.854, 1.090], [0.183, 0.990, -1.900], [-0.596, -2.570, 1.012], [-0.700, 3.393, -1.439], [2.179, -3.250, 0.118], [-2.902, 2.145, 0.129], [-2.151, -0.511, -0.463], [3.199, -0.387, 0.914], [0.609, 0.334, 1.792]], "forces_ev_per_angstrom": [[2.03, -0.69, -0.98], [-2.10, -2.06, -0.15], [-0.78, -0.35, 0.37], [-0.63, 0.69, 0.55], [-1.59, 0.69, 0.85], [2.38, 0.58, 0.02], [0.31, 0.25, -0.26], [-0.03, 0.11, -0.07], [-0.42, 0.25, 0.34], [0.26, 0.10, -0.58], [0.82, 0.08, -0.24], [-0.25, 0.35, 0.14]]}



5.
{"formula": "C4F12Li2N2O8S4", "method": "wB97M-V/def2-TZVPD", "lumo_energy_ha": [0.0764, 0.0720], "max_force_ha_per_bohr": 0.0892, "spin_multiplicity": 2, "e_homo_ev": [-1.6, -7.1], "total_charge": -1, "elements": ["Li", "Li", "C", "F", "F", "F", "S", "O", "O", "N", "S", "O", "O", "C", "F", "F", "F", "C", "F", "F", "F", "S", "O", "O", "N", "S", "O", "O", "C", "F", "F", "F"], "positions_angstrom": [[0.417, -0.756, -0.645], [-0.315, 1.269, 1.071], [0.328, 1.665, -3.251], [1.025, 2.473, -4.063], [-0.988, 1.428, -3.771], [1.059, 0.531, -3.426], [0.293, 2.367, -1.392], [0.771, 3.742, -1.385], [-1.014, 2.323, -0.784], [1.044, 1.015, -0.543], [2.634, 1.301, -0.620], [3.046, 1.390, -2.054], [3.267, 2.252, 0.308], [3.353, -0.426, -0.205], [3.070, -1.262, -1.225], [4.687, -0.451, 0.075], [2.783, -0.814, 0.948], [-3.673, -0.637, -0.185], [-4.079, -0.391, 1.132], [-4.631, -1.365, -0.742], [-3.490, 0.500, -0.913], [-1.994, -1.640, -0.141], [-2.391, -3.002, 0.126], [-1.318, -1.542, -1.473], [-0.898, -0.816, 0.971], [-1.085, -1.709, 2.303], [-2.456, -1.484, 2.832], [-0.533, -3.077, 2.342], [0.058, -0.832, 3.470], [-0.296, -1.184, 4.723], [1.276, -1.357, 3.210], [0.050, 0.486, 3.304]], "forces_ev_per_angstrom": [[-0.04, -0.24, -0.48], [0.07, 0.08, -0.86], [-0.96, -0.90, -2.70], [-1.12, 1.00, 0.18], [1.61, 0.16, -0.08], [-1.48, -0.50, 0.93], [1.55, 3.17, -1.66], [0.06, 0.60, 0.03], [-1.87, -1.31, 0.75], [2.90, -1.15, 3.36], [2.08, -0.30, -2.27], [-0.49, 0.34, 2.86], [-1.50, -1.63, -0.86], [0.66, 1.36, 0.72], [0.12, 0.02, 0.99], [-1.00, 0.10, -0.99], [-0.45, -0.86, -0.26], [-0.08, 0.97, 1.14], [0.90, 0.15, -2.85], [0.78, 0.20, 0.06], [-0.33, -1.52, 1.51], [0.90, -0.53, -2.86], [0.08, 1.41, 0.87], [-0.84, 1.13, 2.61], [-1.74, -2.02, -1.73], [-2.04, -1.94, 3.21], [2.74, -0.60, -0.75], [-0.95, 2.65, -0.62], [0.32, -2.12, -0.15], [0.35, 0.84, -0.93], [-0.46, 1.17, 0.55], [0.21, 0.32, 0.28]]}



6.
{"formula": "C4F12LiN2O8S4", "method": "wB97M-V/def2-TZVPD", "lumo_energy_ha": 0.0920, "relative_energy_kcal_mol": 70.4, "max_force_ha_per_bohr": 0.0983, "e_homo_ev": -7.8, "total_charge": -1, "elements": ["Li", "C", "F", "F", "F", "S", "O", "O", "N", "S", "O", "O", "C", "F", "F", "F", "C", "F", "F", "F", "S", "O", "O", "N", "S", "O", "O", "C", "F", "F", "F"], "positions_angstrom": [[0.307, -0.169, 0.053], [-0.083, 3.236, 1.945], [0.835, 2.370, 2.405], [-0.719, 3.788, 2.983], [0.492, 4.143, 1.189], [-1.410, 2.385, 0.912], [-2.084, 1.368, 1.769], [-2.330, 3.449, 0.479], [-0.415, 1.566, -0.385], [-0.773, 2.565, -1.677], [-2.198, 2.798, -2.064], [0.022, 3.767, -1.462], [0.048, 1.638, -3.204], [1.136, 1.063, -2.793], [-0.775, 0.736, -3.675], [0.332, 2.436, -4.194], [0.688, -1.472, 3.196], [1.624, -0.439, 3.074], [0.824, -2.197, 4.363], [-0.578, -1.082, 3.254], [0.922, -2.797, 1.809], [2.319, -3.155, 1.949], [-0.021, -3.838, 2.174], [0.505, -2.006, 0.321], [0.384, -3.276, -0.627], [1.601, -4.074, -0.800], [-0.835, -4.086, -0.371], [0.087, -2.350, -2.331], [-1.126, -1.848, -2.422], [0.927, -1.354, -2.487], [0.294, -3.167, -3.381]], "forces_ev_per_angstrom": [[-0.18, 0.43, -0.16], [-0.48, -0.63, -0.20], [-0.40, 0.31, -0.24], [0.43, -0.02, -0.33], [0.20, 0.21, 0.46], [-2.91, -1.72, 0.25], [2.52, 1.52, -1.69], [2.45, -1.48, 0.66], [-3.00, 2.03, 0.99], [-1.11, 2.02, -1.22], [3.36, -1.53, 0.58], [-0.39, -0.82, -0.86], [-1.45, 0.56, 1.41], [1.59, -0.47, 0.59], [-0.87, -0.91, -0.07], [0.23, 1.32, -0.40], [0.12, -1.18, 0.34], [-2.12, -1.77, 0.59], [1.04, 1.31, -1.50], [0.68, 1.11, -0.66], [0.49, -0.79, 1.76], [-0.96, 1.04, -0.60], [0.63, 1.58, -0.45], [1.04, -1.23, 2.63], [-1.99, -3.86, -2.59], [-1.29, 1.70, 0.13], [2.12, 2.09, -1.07], [0.25, -1.27, 0.11], [-0.73, -0.12, 0.31], [1.02, 0.76, 0.45], [-0.27, -0.23, 0.77]]}